#a
The following is a DFT calculation (ωB97M-V/def2-TZVPD) of a single C3H6OS molecule.

Lowest unoccupied orbital energy (eV): 0.84
Net charge: 0
HOMO-LUMO gap (eV): 9.864
Structure (SMILES): O=CCCS

Each atom is followed by the atoms it is bonded to, with distances in Å.
Positions of all 11 atoms, in Å:
1 O 2.004 0.468 0.936  C2 1.195
2 C 1.775 -0.264 0.020  O1 1.195, C3 1.659, H6 1.167
3 C 0.209 -0.686 -0.330  C2 1.659, C4 1.527, H7 1.079, H8 1.194
4 C -0.599 0.464 0.268  C3 1.527, S5 1.841, H9 1.162, H10 1.057
5 S -2.323 -0.102 0.579  C4 1.841, H11 1.349
6 H 2.721 -0.516 -0.615  C2 1.167
7 H 0.027 -1.634 0.151  C3 1.079
8 H 0.039 -0.727 -1.511  C3 1.194
9 H -0.661 1.342 -0.491  C4 1.162
10 H -0.251 0.845 1.191  C4 1.057
11 H -2.942 0.810 -0.198  S5 1.349


#b
The following is a DFT calculation (ωB97M-V/def2-TZVPD) of a single C3H6OS molecule.

Lowest unoccupied orbital energy (eV): 0.84
Net charge: 0
HOMO-LUMO gap (eV): 10.160
Structure (SMILES): O[C@H]1C[C@H]1S

Each atom is followed by the atoms it is bonded to, with distances in Å.
Positions of all 11 atoms, in Å:
1 O 1.383 -1.318 -0.124  C2 1.450, H6 0.964
2 C 1.226 0.044 0.351  O1 1.450, C3 1.448, C4 1.500, H7 1.096
3 C 0.909 1.189 -0.477  C2 1.448, C4 1.448, H8 1.081, H9 1.118
4 C -0.109 0.721 0.440  C2 1.500, C3 1.448, S5 1.858, H10 1.073
5 S -1.643 -0.176 -0.102  C4 1.858, H11 1.339
6 H 0.793 -1.644 -0.813  O1 0.964
7 H 1.790 -0.004 1.290  C2 1.096
8 H 0.740 1.128 -1.543  C3 1.081
9 H 1.261 2.229 -0.267  C3 1.118
10 H -0.243 1.148 1.415  C4 1.073
11 H -1.285 -1.218 0.660  S5 1.339


#c
The following is a DFT calculation (ωB97M-V/def2-TZVPD) of a single C3H6OS molecule.

Lowest unoccupied orbital energy (eV): 0.46
Net charge: 0
HOMO-LUMO gap (eV): 9.249
Structure (SMILES): CCC(O)=S

Each atom is followed by the atoms it is bonded to, with distances in Å.
Positions of all 11 atoms, in Å:
1 C 1.000 -0.649 -0.481  C2 1.567, H6 1.068, H7 1.113, H8 1.119
2 C 0.123 -0.069 0.681  C1 1.567, C3 1.532, H9 1.088, H10 1.070
3 C -1.253 0.343 0.148  C2 1.532, O4 1.340, S5 1.627
4 O -1.267 1.605 -0.303  C3 1.340, H11 0.937
5 S -2.509 -0.664 -0.085  C3 1.627
6 H 1.068 -0.014 -1.338  C1 1.068
7 H 2.026 -0.926 -0.149  C1 1.113
8 H 0.550 -1.570 -0.927  C1 1.119
9 H 0.699 0.742 1.122  C2 1.088
10 H 0.049 -0.862 1.395  C2 1.070
11 H -0.486 2.064 -0.064  O4 0.937


Here is how they stack up, most stable first: #c, #a, #b.


#a
The following is a DFT calculation (ωB97M-V/def2-TZVPD) of 6 unconnected molecules or ions with the total composition C7H26N10O6.

Lowest unoccupied orbital energy (eV): 0.20
Net charge: 0
HOMO-LUMO gap (eV): 9.419
Structure (SMILES): NC(N)=O.NC(N)=O.NC(N)=O.NC(N)=O.NC(N)=O.CCO

Each atom is followed by the atoms it is bonded to, with distances in Å.
Positions of all 49 atoms, in Å:
1 N 6.886 -0.340 -5.253  C2 1.267, H5 1.010, H6 1.010
2 C 7.146 -1.318 -4.491  N1 1.267, N3 1.287, O4 1.235
3 N 6.149 -1.864 -3.889  C2 1.287, H7 1.010, H8 1.010
4 O 8.304 -1.735 -4.378  C2 1.235
5 H 7.676 0.240 -5.496  N1 1.010
6 H 5.981 0.043 -5.487  N1 1.010
7 H 6.488 -2.716 -3.464  N3 1.010
8 H 5.331 -1.351 -3.594  N3 1.010
9 N -0.111 -0.072 -2.291  C10 1.289, H13 1.010, H14 1.010
10 C 0.481 -0.016 -3.435  N9 1.289, N11 1.289, O12 1.258
11 N -0.262 -0.365 -4.428  C10 1.289, H15 1.010, H16 1.010
12 O 1.506 0.673 -3.673  C10 1.258
13 H -0.904 -0.675 -2.124  N9 1.010
14 H 0.265 0.318 -1.438  N9 1.010
15 H -1.223 -0.656 -4.318  N11 1.010
16 H 0.075 -0.123 -5.349  N11 1.010
17 N -0.388 -3.066 3.440  C18 1.278, H21 1.010, H22 1.010
18 C -0.734 -4.123 2.810  N17 1.278, N19 1.320, O20 1.203
19 N -1.920 -4.026 2.238  C18 1.320, H23 1.010, H24 1.010
20 O -0.235 -5.216 2.865  C18 1.203
21 H -0.738 -2.119 3.414  N17 1.010
22 H 0.455 -3.296 3.947  N17 1.010
23 H -2.436 -3.162 2.321  N19 1.010
24 H -2.359 -4.818 1.791  N19 1.010
25 N 4.683 5.232 2.147  C26 1.257, H29 1.010, H30 1.010
26 C 4.146 4.343 1.440  N25 1.257, N27 1.300, O28 1.249
27 N 5.014 3.628 0.788  C26 1.300, H31 1.010, H32 1.010
28 O 2.919 4.116 1.500  C26 1.249
29 H 5.589 5.525 1.810  N25 1.010
30 H 4.122 5.857 2.709  N25 1.010
31 H 5.967 3.656 1.123  N27 1.010
32 H 4.687 2.828 0.266  N27 1.010
33 N -7.460 -2.267 -1.135  C34 1.275, H37 1.010, H38 1.010
34 C -6.729 -2.704 -2.084  N33 1.275, N35 1.298, O36 1.164
35 N -7.290 -3.613 -2.822  C34 1.298, H39 1.010, H40 1.010
36 O -5.647 -2.333 -2.299  C34 1.164
37 H -7.133 -1.440 -0.657  N33 1.010
38 H -8.450 -2.461 -1.082  N33 1.010
39 H -6.676 -4.038 -3.502  N35 1.010
40 H -8.269 -3.856 -2.773  N35 1.010
41 C -2.658 3.283 5.922  C42 1.545, H44 1.090, H45 1.090, H46 1.090
42 C -3.241 2.854 4.556  C41 1.545, O43 1.461, H47 1.090, H48 1.090
43 O -2.205 2.270 3.708  C42 1.461, H49 0.960
44 H -1.578 3.361 5.799  C41 1.090
45 H -2.733 2.450 6.620  C41 1.090
46 H -3.113 4.180 6.341  C41 1.090
47 H -3.583 3.725 3.997  C42 1.090
48 H -4.113 2.201 4.568  C42 1.090
49 H -1.682 2.987 3.341  O43 0.960


#b
The following is a DFT calculation (ωB97M-V/def2-TZVPD) of 6 unconnected molecules or ions with the total composition C7H26N10O6.

Lowest unoccupied orbital energy (eV): -0.04
Net charge: 0
HOMO-LUMO gap (eV): 8.729
Structure (SMILES): NC(N)=O.NC(N)=O.NC(N)=O.NC(N)=O.NC(N)=O.CCO

Each atom is followed by the atoms it is bonded to, with distances in Å.
Positions of all 49 atoms, in Å:
1 N 1.244 -3.590 2.715  C2 1.296, H5 1.008, H6 1.008
2 C 0.945 -2.484 2.109  N1 1.296, N3 1.306, O4 1.239
3 N 0.515 -1.599 2.967  C2 1.306, H7 1.010, H8 1.008
4 O 1.039 -2.299 0.887  C2 1.239
5 H 1.130 -3.728 3.707  N1 1.008
6 H 1.650 -4.264 2.085  N1 1.008
7 H 0.029 -0.795 2.595  N3 1.010
8 H 0.692 -1.765 3.945  N3 1.008
9 N 0.459 0.416 -1.081  C10 1.270, H13 1.009, H14 1.007
10 C -0.594 0.584 -0.392  N9 1.270, N11 1.310, O12 1.238
11 N -1.418 1.453 -0.924  C10 1.310, H15 1.008, H16 1.009
12 O -0.805 0.028 0.695  C10 1.238
13 H 1.112 -0.205 -0.626  N9 1.009
14 H 0.711 0.882 -1.937  N9 1.007
15 H -2.071 1.863 -0.276  N11 1.008
16 H -1.155 1.831 -1.821  N11 1.009
17 N 0.827 2.741 -3.274  C18 1.319, H21 1.009, H22 1.010
18 C 0.289 3.763 -2.638  N17 1.319, N19 1.292, O20 1.211
19 N 0.869 3.978 -1.504  C18 1.292, H23 1.008, H24 1.009
20 O -0.662 4.427 -2.988  C18 1.211
21 H 0.844 2.665 -4.280  N17 1.009
22 H 1.647 2.392 -2.798  N17 1.010
23 H 0.374 4.642 -0.928  N19 1.008
24 H 1.525 3.310 -1.130  N19 1.009
25 N 4.876 2.283 0.371  C26 1.321, H29 1.008, H30 1.008
26 C 4.062 1.807 -0.554  N25 1.321, N27 1.323, O28 1.215
27 N 4.342 0.571 -0.933  C26 1.323, H31 1.007, H32 1.008
28 O 3.064 2.398 -0.915  C26 1.215
29 H 4.780 3.270 0.555  N25 1.008
30 H 5.655 1.705 0.646  N25 1.008
31 H 3.799 0.141 -1.665  N27 1.007
32 H 5.220 0.166 -0.648  N27 1.008
33 N 0.414 -2.760 -1.768  C34 1.292, H37 1.008, H38 1.008
34 C -0.863 -2.953 -1.723  N33 1.292, N35 1.318, O36 1.229
35 N -1.310 -3.011 -0.485  C34 1.318, H39 1.008, H40 1.009
36 O -1.616 -3.099 -2.683  C34 1.229
37 H 0.852 -2.757 -2.675  N33 1.008
38 H 0.992 -2.874 -0.950  N33 1.008
39 H -2.299 -2.873 -0.348  N35 1.008
40 H -0.677 -2.748 0.255  N35 1.009
41 C -5.252 0.121 2.447  C42 1.527, H44 1.090, H45 1.090, H46 1.090
42 C -4.271 -0.879 1.838  C41 1.527, O43 1.359, H47 1.091, H48 1.091
43 O -2.972 -0.739 2.213  C42 1.359, H49 0.962
44 H -6.090 0.234 1.759  C41 1.090
45 H -4.812 1.107 2.591  C41 1.090
46 H -5.652 -0.195 3.411  C41 1.090
47 H -4.345 -0.766 0.756  C42 1.091
48 H -4.557 -1.919 1.999  C42 1.091
49 H -2.537 -0.477 1.396  O43 0.962


Here is how they stack up, most stable first: #b, #a.


#a
The following is a DFT calculation (ωB97M-V/def2-TZVPD) of 2 unconnected molecules or ions with the total composition CH4OSSi.

Lowest unoccupied orbital energy (eV): -0.65
Net charge: 0
HOMO-LUMO gap (eV): 7.834
Structure (SMILES): O=[SiH2].C=S

Each atom is followed by the atoms it is bonded to, with distances in Å.
Positions of all 8 atoms, in Å:
1 O 2.009 0.785 -0.306  Si2 1.480
2 Si 3.333 0.598 0.330  O1 1.480, H3 1.419, H4 1.593
3 H 4.170 -0.548 0.356  Si2 1.419
4 H 4.258 1.735 0.953  Si2 1.593
5 C -1.444 1.250 -0.471  S6 1.602, H7 1.098, H8 1.095
6 S -2.963 1.329 0.031  C5 1.602
7 H -1.119 1.199 -1.519  C5 1.098
8 H -0.641 0.922 0.196  C5 1.095


#b
The following is a DFT calculation (ωB97M-V/def2-TZVPD) of 2 unconnected molecules or ions with the total composition CH4OSSi.

Lowest unoccupied orbital energy (eV): -1.81
Net charge: 0
HOMO-LUMO gap (eV): 6.980

Each atom is followed by the atoms it is bonded to, with distances in Å.
Positions of all 8 atoms, in Å:
1 C 0.955 -0.593 -0.318  S4 1.624, H5 1.100
2 O 3.493 -0.130 0.069  S4 1.487
3 Si -1.828 0.446 0.198  H6 1.542, H7 1.422, H8 1.455
4 S 2.107 0.299 0.397  C1 1.624, O2 1.487
5 H 1.251 -1.401 -1.005  C1 1.100
6 H -3.068 -0.458 0.344  Si3 1.542
7 H -2.057 1.248 -0.953  Si3 1.422
8 H -0.853 0.590 1.269  Si3 1.455


Here is how they stack up, most stable first: #a, #b.


#a
The following is a DFT calculation (ωB97M-V/def2-TZVPD) of 3 unconnected molecules or ions with the total composition C5H18NO2.

Lowest unoccupied orbital energy (eV): -2.98
Net charge: +1
HOMO-LUMO gap (eV): 11.151

Each atom is followed by the atoms it is bonded to, with distances in Å.
Positions of all 26 atoms, in Å:
1 C 0.559 0.244 0.572  C2 1.567, N6 1.515, H7 1.093, H8 1.087
2 C -0.163 1.627 0.431  C1 1.567, C3 1.532, H9 1.086, H10 1.151
3 C -1.483 1.526 1.202  C2 1.532, C4 1.519, C5 1.573, H11 1.093
4 C -1.971 2.939 1.477  C3 1.519, H12 1.107, H13 1.100, H14 1.101
5 C -2.704 0.755 0.576  C3 1.573, H15 1.087, H16 1.086, H17 1.083
6 N 0.960 -0.209 -0.817  C1 1.515, H18 1.143, H19 1.012, H20 1.021
7 H -0.191 -0.443 0.971  C1 1.093
8 H 1.396 0.279 1.265  C1 1.087
9 H -0.350 1.994 -0.573  C2 1.086
10 H 0.552 2.462 0.773  C2 1.151
11 H -1.204 1.084 2.162  C3 1.093
12 H -3.077 2.917 1.526  C4 1.107
13 H -1.919 3.775 0.765  C4 1.100
14 H -1.674 3.321 2.467  C4 1.101
15 H -2.454 -0.269 0.315  C5 1.087
16 H -3.337 0.612 1.446  C5 1.086
17 H -3.019 1.299 -0.306  C5 1.083
18 H 1.703 -1.078 -0.821  N6 1.143
19 H 0.112 -0.545 -1.256  N6 1.012
20 H 1.401 0.584 -1.285  N6 1.021
21 H 3.950 -5.151 -1.744  O23 0.964
22 H 3.476 -4.676 -3.111  O23 0.971
23 O 3.329 -4.543 -2.161  H21 0.964, H22 0.971
24 H 1.422 -2.902 -1.748  O26 0.968
25 H 2.739 -3.079 -1.098  O26 0.970
26 O 1.947 -2.524 -1.028  H24 0.968, H25 0.970


#b
The following is a DFT calculation (ωB97M-V/def2-TZVPD) of 3 unconnected molecules or ions with the total composition C5H18NO2.

Lowest unoccupied orbital energy (eV): -2.99
Net charge: +1
HOMO-LUMO gap (eV): 11.286

Each atom is followed by the atoms it is bonded to, with distances in Å.
Positions of all 26 atoms, in Å:
1 C 0.831 -1.088 0.203  C2 1.522, N6 1.531, H7 1.081, H8 1.085
2 C -0.315 -0.727 1.136  C1 1.522, C3 1.560, H9 1.099, H10 1.091
3 C 0.033 0.326 2.233  C2 1.560, C4 1.535, H11 1.074, H12 1.092
4 C 1.078 1.404 1.916  C3 1.535, C5 1.539, H13 1.093, H14 1.089
5 C 0.435 2.789 1.731  C4 1.539, H15 1.088, H16 1.089, H17 1.090
6 N 0.266 -1.713 -1.076  C1 1.531, H18 1.020, H19 1.018, H20 1.018
7 H 1.609 -1.740 0.577  C1 1.081
8 H 1.227 -0.123 -0.095  C1 1.085
9 H -1.108 -0.297 0.508  C2 1.099
10 H -0.775 -1.599 1.603  C2 1.091
11 H -0.901 0.772 2.517  C3 1.074
12 H 0.415 -0.279 3.058  C3 1.092
13 H 1.784 1.466 2.749  C4 1.093
14 H 1.822 1.243 1.137  C4 1.089
15 H -0.095 2.875 0.785  C5 1.088
16 H 1.201 3.563 1.743  C5 1.089
17 H -0.242 2.981 2.564  C5 1.090
18 H 0.608 -1.253 -1.920  N6 1.020
19 H 0.490 -2.701 -1.171  N6 1.018
20 H -0.740 -1.608 -0.962  N6 1.018
21 H 0.686 -2.673 -4.613  O23 0.968
22 H -0.264 -1.467 -4.779  O23 0.961
23 O 0.297 -1.921 -4.143  H21 0.968, H22 0.961
24 H -3.106 0.233 -1.271  O26 0.962
25 H -2.772 1.151 -2.464  O26 0.961
26 O -2.463 0.387 -1.968  H24 0.962, H25 0.961


Here is how they stack up, most stable first: #b, #a.


#a
The following is a DFT calculation (ωB97M-V/def2-TZVPD) of a gas-phase ion, C3H6ClN2O (charge +1).

Lowest unoccupied orbital energy (alpha / beta) (eV): -6.73 / -4.76
Net charge: +1
HOMO-LUMO gap (alpha / beta) (eV): 6.135 / 9.718

Each atom is followed by the atoms it is bonded to, with distances in Å.
Positions of all 13 atoms, in Å:
1 C 1.289 -1.057 1.987  N5 1.199, H8 1.140
2 C -0.648 -0.951 0.287  N5 1.646, O6 1.327, H9 1.007, H10 1.131
3 C -0.302 2.070 -1.434  N4 1.366, Cl7 1.785, H11 1.062, H12 1.144
4 N -0.072 0.839 -0.888  C3 1.366, O6 1.261
5 N 0.154 -0.783 1.715  C1 1.199, C2 1.646, H13 1.034
6 O -0.912 0.281 -0.130  C2 1.327, N4 1.261
7 Cl -1.905 2.751 -1.040  C3 1.785
8 H 2.154 -1.637 1.524  C1 1.140
9 H -0.170 -1.562 -0.356  C2 1.007
10 H -1.607 -1.386 0.698  C2 1.131
11 H -0.235 1.824 -2.465  C3 1.062
12 H 0.641 2.696 -1.264  C3 1.144
13 H -0.377 -0.300 2.458  N5 1.034


#b
The following is a DFT calculation (ωB97M-V/def2-TZVPD) of a gas-phase ion, C3H6ClN2O (charge +1).

Lowest unoccupied orbital energy (alpha / beta) (eV): -6.28 / -6.28
Net charge: +1
HOMO-LUMO gap (alpha / beta) (eV): 6.668 / 6.667

Each atom is followed by the atoms it is bonded to, with distances in Å.
Positions of all 13 atoms, in Å:
1 C -0.661 0.248 -0.195  C2 1.541, N4 1.317, N5 1.376
2 C 0.400 -0.793 0.212  C1 1.541, C3 1.532, H8 1.052, H9 1.202
3 C 1.801 -0.310 0.604  C2 1.532, Cl7 1.628, H10 1.159
4 N -0.274 1.507 -0.214  C1 1.317, O6 1.227, H11 1.006
5 N -1.916 -0.271 -0.416  C1 1.376, H12 0.986, H13 0.986
6 O 0.839 1.879 0.142  N4 1.227
7 Cl 3.157 -0.401 -0.291  C3 1.628
8 H 0.087 -1.425 0.993  C2 1.052
9 H 0.626 -1.619 -0.631  C2 1.202
10 H 1.776 -0.100 1.744  C3 1.159
11 H -0.980 2.022 -0.712  N4 1.006
12 H -2.149 -1.032 -0.998  N5 0.986
13 H -2.706 0.293 -0.239  N5 0.986


Here is how they stack up, most stable first: #b, #a.